No. 1
# C27H45BrMnN2O2P2

C27H45BrMnN2O2P2 as an isolated structure at a distorted geometry (ωB97M-V/def2-TZVPD, OMol25).

The total charge is +2. The value obtained for the HOMO energy (alpha / beta) is -13.092 / -13.070 eV. The value obtained for the LUMO energy (alpha / beta) is -6.813 / -8.205 eV. The max |F| comes out at 0.0731 hartree/bohr. As for the expectation value of S²: 9.03. As for the multiplicity: 6. The value obtained for the HOMO-LUMO gap (alpha / beta) is 6.3 / 4.9 eV.

```
80
C27H45BrMnN2O2P2 ωB97M-V/def2-TZVPD
Br 4.282 4.453 -2.895
Mn -0.134 0.041 0.041
P 2.480 -0.407 0.791
P -0.860 -2.309 -0.236
O -0.707 1.211 2.397
O -2.057 -0.608 2.530
N -0.947 2.025 4.687
N -5.098 2.941 -2.335
C 1.657 -0.591 2.436
C 3.717 0.935 1.158
C 2.227 -0.128 -1.010
C 1.943 3.861 -1.465
C -2.953 1.625 -1.115
C -3.609 -1.985 0.075
C 0.191 -3.111 -1.523
C -4.380 2.058 -3.023
C -2.563 -2.503 -0.905
C -1.714 0.755 4.488
C 2.723 3.544 -2.588
C -4.861 3.111 -1.031
C -0.555 1.061 -1.628
C -1.595 1.382 -0.630
C 0.766 3.160 -1.223
C 1.144 1.845 -3.254
C -1.499 0.397 3.014
C 0.118 -2.575 -2.958
C 5.158 0.741 0.666
C -3.818 2.460 -0.369
C -3.329 1.327 -2.452
C 2.520 -1.211 3.535
C 3.143 -0.949 -1.948
C 0.430 2.083 -2.059
C -0.742 -3.353 1.287
C -1.264 -4.789 1.211
C 2.269 2.597 -3.541
H 1.224 -3.015 -1.146
H -2.762 -3.551 -1.187
H -4.615 1.927 -4.086
H 5.631 -0.117 1.163
H -0.046 -4.188 -1.524
H -1.323 2.079 0.209
H 0.125 3.398 -0.368
H 0.510 -1.550 -3.042
H 2.981 -2.136 3.188
H -5.514 3.814 -0.502
H 1.126 -0.382 -1.215
H 1.346 0.426 2.732
H 3.300 1.870 0.745
H -0.809 0.340 -2.426
H -2.752 0.653 -3.082
H -2.359 -4.831 1.202
H -2.770 0.923 4.714
H 2.794 2.447 -4.474
H 2.375 0.949 -1.212
H -3.533 -0.895 0.166
H -3.624 2.684 0.675
H 3.296 -0.523 3.877
H 5.758 1.628 0.916
H -1.270 -2.794 2.075
H -1.564 2.802 4.925
H 0.816 1.043 -3.933
H 3.741 1.034 2.255
H 3.274 -1.990 -1.606
H -3.452 -2.390 1.083
H 1.893 -1.450 4.401
H 0.742 -1.203 2.299
H 2.743 -0.981 -2.976
H -0.907 -2.574 -3.353
H -0.892 -5.329 0.333
H -4.629 -2.235 -0.253
H -0.941 -5.350 2.096
H -1.334 -0.025 5.158
H -2.607 -1.930 -1.844
H 0.326 -3.362 1.561
H 2.250 4.652 -0.791
H -0.245 1.943 5.428
H 5.233 0.592 -0.417
H -0.492 2.174 3.735
H 4.135 -0.470 -2.008
H 0.739 -3.204 -3.619
```

No. 2
# C27H45BrN11O

C27H45BrN11O as an isolated structure at a distorted geometry (ωB97M-V/def2-TZVPD, OMol25).

The total charge is +1. The value obtained for the HOMO energy is -13.479 eV. The value obtained for the LUMO energy is -3.737 eV. The max |F| comes out at 0.0417 hartree/bohr. The value obtained for the HOMO-LUMO gap is 9.7 eV.

```
85
C27H45BrN11O ωB97M-V/def2-TZVPD
Br 1.345 2.006 2.736
O 4.099 2.971 1.361
N 0.712 0.678 0.369
N 5.125 1.142 2.655
N 2.274 1.042 -1.102
N -1.613 -5.051 0.394
N -0.628 1.935 4.310
N -1.275 -0.520 -2.499
N -1.940 1.664 1.376
N 3.705 2.353 0.198
N 2.893 -5.758 1.128
N 1.634 1.458 0.963
N -1.973 5.021 -4.211
C 0.285 -3.623 3.455
C -1.561 2.638 -7.200
C -1.946 3.892 -4.417
C -0.990 -2.935 -5.476
C -4.018 3.433 5.311
C 2.572 1.652 0.052
C 6.088 -4.471 1.693
C -1.607 2.537 0.707
C -1.295 2.014 5.241
C -2.310 4.642 -0.420
C -0.620 -2.785 1.218
C 3.798 -5.078 0.937
C -2.148 2.101 6.420
C -3.637 2.159 6.055
C -3.464 4.050 -1.217
C -0.472 -3.491 -4.154
C 5.718 -4.076 3.119
C -1.188 3.634 -0.159
C -1.022 2.102 -5.878
C 4.724 2.106 2.137
C 4.957 -4.220 0.692
C -1.298 -1.652 -2.698
C -1.338 -3.090 -2.954
C -1.911 2.453 -4.682
C -1.179 -4.054 0.758
C 0.607 -2.960 2.122
C 1.116 0.464 -0.854
H -1.867 2.977 7.006
H -0.927 2.316 -8.025
H 6.569 -4.219 3.783
H -0.342 4.145 0.310
H -0.141 0.341 0.801
H 6.380 -5.521 1.671
H 1.374 -3.543 1.608
H -2.018 -3.253 -5.659
H -0.377 -3.292 -6.302
H -3.513 3.499 4.345
H -0.075 -4.642 3.315
H -2.372 -3.402 -3.113
H -2.571 2.269 -7.389
H -1.588 3.728 -7.208
H -3.762 4.320 5.894
H 4.650 -3.173 0.727
H 1.177 -3.669 4.078
H 0.558 -3.161 -4.000
H -4.204 4.820 -1.430
H -0.962 -1.843 -5.491
H -0.477 -3.060 3.999
H -0.987 -3.613 -2.061
H -3.966 3.249 -0.669
H -5.091 3.454 5.124
H 5.320 -4.409 -0.320
H -0.336 -2.198 0.338
H 4.894 -4.683 3.500
H 4.320 2.437 -0.595
H -0.012 2.483 -5.717
H 0.563 -0.120 -1.576
H -1.392 -2.215 1.741
H 6.959 -3.892 1.381
H -3.113 3.650 -2.166
H -3.908 1.291 5.452
H -1.961 1.228 7.048
H -1.890 5.482 -0.974
H -0.451 -4.579 -4.212
H -4.217 2.099 6.977
H 1.035 -1.970 2.313
H -1.537 1.943 -3.791
H -0.946 1.015 -5.942
H -0.827 3.226 -1.107
H 5.424 -3.025 3.171
H -2.927 2.090 -4.848
H -2.687 5.039 0.524
```

No. 3
# C27H45Cl2InN4O3S2SeSi2

C27H45Cl2InN4O3S2SeSi2 as an isolated structure at a distorted geometry (ωB97M-V/def2-TZVPD, OMol25).

The value obtained for the HOMO energy is -7.432 eV. The value obtained for the LUMO energy is -0.439 eV. The max |F| comes out at 0.0198 hartree/bohr. The calculation puts the energy relative to the best compared isomer or geometry (same formula, charge and spin) at 0.341 eV. The value obtained for the HOMO-LUMO gap is 7.0 eV.

```
87
C27H45Cl2InN4O3S2SeSi2 ωB97M-V/def2-TZVPD
In 0.127 0.803 -0.303
Se -2.253 0.287 -1.454
Cl 3.891 -2.498 0.741
Cl 7.822 0.623 -1.142
S 1.313 0.168 -2.962
S 1.197 -2.345 -4.576
Si -0.507 3.447 1.850
Si 0.100 0.583 3.232
O 1.770 2.343 -1.036
O -0.039 -0.089 -5.106
O 2.160 -0.311 0.018
N -5.140 3.971 -1.320
N -1.401 -3.009 -2.062
N -0.733 -1.834 0.727
N 1.202 -2.881 -1.125
C 3.384 -0.032 -0.247
C 0.364 1.764 1.779
C 0.480 -4.005 0.942
C -5.577 2.717 -1.299
C -1.717 0.004 3.280
C -4.742 1.615 -1.327
C 0.957 -4.186 -0.492
C -0.097 -4.952 -1.300
C -0.864 -3.271 1.040
C 5.723 -0.813 -0.236
C 0.746 -0.761 -4.268
C -2.900 3.131 -1.426
C -0.515 -0.731 -6.279
C -0.036 4.427 3.420
C 4.395 -1.004 0.030
C -2.383 3.146 1.887
C 3.852 1.170 -0.854
C -1.911 -3.958 0.150
C -3.365 1.823 -1.385
C -3.828 4.158 -1.384
C 2.956 2.197 -1.304
C 1.283 -0.917 3.144
C 0.518 1.425 4.885
C 0.042 4.520 0.379
C 6.137 0.393 -0.812
C 5.220 1.357 -1.123
C -1.465 -4.248 -1.291
H 1.439 1.943 1.681
H 1.837 -0.934 2.206
H 0.263 -2.468 -1.353
H 2.017 -0.869 3.947
H 1.237 -3.465 1.515
H -1.214 -3.380 2.079
H -0.183 5.495 3.260
H 0.763 -1.870 3.254
H -2.202 -4.940 -1.726
H -0.142 -1.417 1.442
H -2.655 2.313 1.240
H 1.669 -2.994 -2.048
H -0.220 -5.948 -0.874
H -2.193 0.094 2.304
H 1.107 4.741 0.455
H -2.297 -2.536 -2.051
H 6.445 -1.589 -0.024
H -3.508 5.192 -1.406
H -0.267 2.102 5.216
H 5.539 2.283 -1.580
H 0.309 -1.136 -6.867
H -5.136 0.608 -1.303
H 1.729 -2.208 -0.544
H 0.361 -4.996 1.383
H -1.653 -1.414 0.831
H 1.007 4.276 3.694
H 0.655 0.676 5.664
H 0.251 -5.068 -2.328
H -2.175 -4.910 0.613
H -2.294 0.614 3.973
H -2.813 -3.338 0.128
H -1.196 -1.543 -6.018
H -1.156 -3.202 -3.030
H -2.948 4.017 1.557
H -2.714 2.905 2.896
H -6.652 2.590 -1.255
H 1.441 1.999 4.817
H -1.807 -1.031 3.611
H 1.900 -4.739 -0.489
H -1.044 0.030 -6.847
H -1.841 3.342 -1.485
H -0.105 4.002 -0.569
H 3.426 2.942 -1.970
H -0.497 5.467 0.341
H -0.649 4.136 4.270
```

No. 4
# C27H45ClF5InP

C27H45ClF5InP as an isolated structure at a distorted geometry (ωB97M-V/def2-TZVPD, OMol25).

The total charge is -1. The value obtained for the HOMO energy (alpha / beta) is -2.149 / -1.704 eV. The value obtained for the LUMO energy (alpha / beta) is 2.666 / 2.671 eV. The max |F| comes out at 0.0532 hartree/bohr. The calculation puts the energy relative to the best compared isomer or geometry (same formula, charge and spin) at 0.000 eV. The value obtained for the HOMO-LUMO gap (alpha / beta) is 4.8 / 4.4 eV.

```
80
C27H45ClF5InP ωB97M-V/def2-TZVPD
In 1.108 -1.940 1.344
Cl -0.075 -3.702 0.248
P -0.164 -0.221 -0.580
F 3.380 -2.290 3.356
F 2.191 -4.783 2.631
F 1.475 -1.782 4.402
F 0.407 -4.184 3.779
F 2.354 -4.391 4.789
C -0.905 1.788 -2.579
C 2.592 -0.769 0.306
C 1.715 -0.378 -2.655
C 2.486 -1.282 -3.619
C 0.530 -1.144 -2.062
C 0.695 1.386 2.783
C 2.166 1.612 4.830
C 0.306 -2.507 -4.148
C -4.328 -1.193 -0.907
C 1.750 -3.993 3.648
C 0.767 1.289 4.271
C -0.333 1.557 -1.173
C 2.009 -2.520 3.352
C 1.761 1.654 1.985
C -3.049 -0.397 -1.198
C -1.912 -0.895 -0.303
C -3.561 -1.493 1.510
C 3.152 1.804 2.521
C -0.442 -1.616 -3.149
C -1.087 2.428 -0.164
C 1.571 -1.844 -4.708
C 3.295 1.162 3.906
C -4.725 -1.145 0.576
C -1.426 4.210 -1.949
C -0.973 3.918 -0.514
C -2.292 -0.700 1.175
C -0.787 3.266 -2.976
H 3.887 1.384 1.832
H 1.647 1.675 0.894
H -0.312 1.280 2.373
H -1.473 -1.021 1.839
H 0.453 0.291 4.615
H -5.559 -1.831 0.756
H 3.058 0.203 0.480
H -1.185 5.248 -2.206
H -1.963 1.491 -2.600
H 0.037 1.979 4.719
H 2.285 1.162 5.820
H -1.272 -2.183 -2.703
H 1.276 -1.028 -5.382
H 3.267 0.071 3.803
H -2.798 -0.486 -2.266
H 0.926 -2.046 -1.565
H 3.277 -1.451 -0.247
H -3.329 -2.564 1.420
H -0.369 -2.784 -4.966
H -2.149 2.142 -0.136
H -0.390 1.176 -3.330
H -1.566 4.508 0.198
H 1.350 0.505 -3.204
H -5.148 -0.812 -1.529
H 0.279 3.513 -3.072
H 0.586 -3.436 -3.633
H -0.871 -0.749 -3.672
H 0.722 1.892 -1.187
H -1.242 3.419 -3.964
H 4.265 1.417 4.344
H -2.519 4.114 -2.003
H 2.123 -2.570 -5.314
H -1.771 -1.979 -0.469
H 2.366 -0.043 -1.838
H 2.931 -2.105 -3.044
H 0.074 4.228 -0.391
H 2.231 2.701 4.967
H -0.686 2.271 0.844
H -5.090 -0.137 0.815
H 3.391 2.879 2.615
H -3.238 0.668 -0.996
H 3.311 -0.718 -4.069
H -3.847 -1.310 2.552
H -2.459 0.371 1.365
H -4.161 -2.240 -1.197
```

No. 5
# C27H45ClN2PdSeSi2

C27H45ClN2PdSeSi2 as an isolated structure at a distorted geometry (ωB97M-V/def2-TZVPD, OMol25).

The total charge is -2. The value obtained for the HOMO energy is -0.663 eV. The value obtained for the LUMO energy is 4.380 eV. The max |F| comes out at 0.0963 hartree/bohr. The value obtained for the HOMO-LUMO gap is 5.0 eV.

```
79
C27H45ClN2PdSeSi2 ωB97M-V/def2-TZVPD
Pd -0.020 0.066 0.134
Se 1.739 0.488 2.274
Cl -0.087 -1.308 -1.937
Si 3.958 0.712 2.277
Si -0.146 2.235 -0.912
N 0.066 -1.971 0.963
N -1.032 -2.318 1.591
C 2.065 3.588 -2.560
C 1.013 -2.931 0.855
C 0.827 -4.235 1.369
C -1.817 -0.053 1.169
C -3.146 -1.705 2.404
C -1.460 3.706 -3.181
C 1.494 2.235 -2.125
C -2.980 2.993 -1.379
C -0.225 5.212 -0.307
C 1.284 1.423 -3.403
C 3.006 -4.893 0.599
C 0.073 3.855 0.327
C 2.560 1.480 -1.329
C -1.718 2.606 -2.151
C 2.234 -2.644 0.218
C -0.847 3.679 1.537
C 4.739 -0.140 3.809
C 4.957 -0.015 0.808
C -1.967 -1.368 1.704
C -4.149 -0.784 2.585
C 1.482 3.911 0.909
C -2.077 1.322 -2.900
C -3.993 0.501 2.090
C 3.204 -3.609 0.098
C 4.476 2.556 2.486
C 1.807 -5.188 1.236
C -2.829 0.852 1.400
H 3.822 3.031 3.208
H 1.336 4.159 -3.128
H 4.393 3.114 1.560
H -1.211 4.647 -2.702
H -1.297 1.022 -3.588
H -0.623 4.431 2.301
H -0.655 3.444 -3.856
H 2.242 1.266 -3.907
H 4.212 0.137 4.715
H -3.002 1.456 -3.471
H -3.760 3.319 -2.073
H 3.768 -5.655 0.479
H -0.111 -4.462 1.858
H -2.729 1.866 1.060
H 3.470 1.343 -1.925
H -3.230 -2.714 2.786
H 0.413 5.397 -1.167
H 1.715 2.962 1.378
H 5.498 2.648 2.844
H -2.807 3.799 -0.674
H 2.179 0.484 -1.066
H 1.537 4.684 1.683
H 6.029 0.060 0.978
H 4.695 -1.219 3.723
H 2.386 4.195 -1.720
H -2.224 0.505 -2.195
H -0.692 2.693 1.975
H 0.863 0.451 -3.175
H -1.263 5.283 -0.620
H -0.046 6.012 0.421
H -2.353 3.869 -3.793
H -4.774 1.235 2.248
H 4.140 -3.378 -0.397
H 2.240 4.140 0.166
H 5.782 0.146 3.925
H 2.939 3.432 -3.201
H 2.822 1.993 -0.407
H -5.045 -1.056 3.137
H 1.643 -6.188 1.626
H 4.733 0.484 -0.127
H 2.381 -1.646 -0.183
H -3.360 2.133 -0.840
H 0.627 1.930 -4.105
H 4.713 -1.064 0.683
H -1.896 3.791 1.269
```

No. 6
# C27H45CoP2

C27H45CoP2 as an isolated structure (ωB97M-V/def2-TZVPD, OMol25).

The total charge is +1. The value obtained for the HOMO energy (alpha / beta) is -10.024 / -11.456 eV. The value obtained for the LUMO energy (alpha / beta) is -2.365 / -3.354 eV. The max |F| comes out at 0.0021 hartree/bohr. As for the expectation value of S²: 3.76. The calculation puts the energy relative to the best compared isomer or geometry (same formula, charge and spin) at 0.000 eV. As for the multiplicity: 4. The value obtained for the HOMO-LUMO gap (alpha / beta) is 7.7 / 8.1 eV.

```
75
C27H45CoP2 ωB97M-V/def2-TZVPD
Co -0.471 -0.366 0.252
P 1.935 -0.650 0.339
P -0.209 -0.757 -2.169
C 3.395 -1.557 -3.942
C -0.505 0.534 -3.427
C -1.668 -1.394 4.674
C -2.683 -0.066 0.667
C -5.162 0.062 0.607
C 2.794 0.887 0.807
C -2.006 2.581 0.506
C -4.038 -1.855 -0.475
C -3.935 0.349 -1.558
C -1.939 1.129 1.000
C -3.425 3.155 0.610
C -2.171 -1.105 1.499
C 1.577 -1.078 -2.419
C -1.048 0.765 2.065
C -3.916 -0.347 -0.198
C -0.602 -1.333 3.568
C 0.616 -0.585 4.111
C -1.202 -0.596 2.393
C 2.494 -0.968 -1.368
C 3.855 -1.138 -1.628
C -1.478 2.711 -0.928
C -1.113 3.479 1.374
C 4.306 -1.426 -2.902
C -1.020 -2.222 -2.887
C -0.224 -2.764 3.175
C 2.818 -1.933 1.283
C 2.045 -1.380 -3.700
H -0.382 1.444 2.568
H -3.957 1.432 -1.484
H 2.588 1.113 1.854
H 5.364 -1.554 -3.086
H -5.186 -0.469 1.561
H -4.276 -2.417 0.428
H 3.738 -1.791 -4.941
H 0.479 -2.778 2.340
H 2.424 1.711 0.197
H 0.234 -3.283 4.018
H 1.350 -1.476 -4.524
H 1.358 -0.397 3.333
H -1.533 3.750 -1.259
H -1.562 0.785 -3.476
H -4.118 2.701 -0.091
H -1.976 -0.390 4.970
H -0.847 -3.089 -2.251
H 3.871 0.797 0.666
H 1.093 -1.164 4.905
H -0.427 2.406 -0.968
H -1.272 -1.905 5.554
H -3.400 4.225 0.396
H 2.610 -1.827 2.345
H -5.188 1.128 0.816
H -1.105 -3.336 2.878
H -0.636 -2.430 -3.885
H -2.524 -2.123 1.499
H -1.181 4.505 1.009
H -0.062 3.184 1.323
H -1.427 3.475 2.419
H 0.054 1.433 -3.171
H -2.552 -1.935 4.333
H -3.821 3.022 1.618
H -4.826 0.044 -2.109
H 4.577 -1.046 -0.826
H -2.035 2.102 -1.633
H 0.330 0.379 4.534
H 2.486 -2.919 0.959
H -3.122 -2.270 -0.902
H -0.184 0.185 -4.408
H -2.094 -2.044 -2.951
H -6.065 -0.199 0.050
H 3.893 -1.853 1.126
H -4.850 -2.027 -1.182
H -3.067 0.061 -2.152
```

Look up the max |F| of the third one. 0.0198 hartree/bohr

What is the max |F| in the second record? 0.0417 hartree/bohr

Which value of max |F| does entry 2 give? 0.0417 hartree/bohr

Among the records above, which one has the lowest max |F|? C27H45CoP2